1.
# C51H55AsN10Sc

A structure of composition C51H55AsN10Sc (ωB97M-V/def2-TZVPD, the OMol25 dataset).

Values from the calculation:
- relative energy (zero: lowest compared OMol25 entry of this formula, charge and spin) (eV) = 0.8450
- frontier orbital gap (eV) = 7.2
- total charge = +1
- spin multiplicity = 1
- E_tot (a.u.) = -5520.418879
- LUMO energy (eV) = -1.98

Cartesian coordinates (Å):
Sc  0.71183  1.15689  -0.59785
C  -1.50042  4.52034  5.62722
C  -0.76308  3.90262  4.46990
C  0.61638  3.73037  4.48859
C  1.27332  3.13427  3.43430
C  0.60162  2.63775  2.29925
N  1.26333  2.00263  1.26619
C  2.63685  1.75778  1.41312
C  3.14649  0.94382  2.43426
C  4.49984  0.71779  2.56445
C  5.41365  1.28999  1.67491
C  6.89478  1.08319  1.84353
C  4.92009  2.07058  0.64310
C  3.55647  2.32222  0.51528
N  3.10983  3.25071  -0.46756
C  3.75488  4.37668  -0.84468
C  2.94077  5.04692  -1.72613
C  1.79798  4.24717  -1.82327
N  1.90567  3.16477  -1.06382
C  -0.78405  2.90715  2.24679
C  -1.42684  3.51778  3.32029
N  -1.55167  2.68449  1.06189
C  -2.89267  2.79974  0.96434
C  -3.22238  2.90761  -0.36722
C  -2.00507  2.81332  -1.03208
N  -0.99545  2.66874  -0.17098
H  -0.81706  4.73563  6.44665
H  -2.27335  3.84508  5.99737
H  -1.98571  5.45439  5.33845
H  1.18949  4.09080  5.33437
H  2.34924  3.05799  3.47594
H  2.44119  0.49484  3.12240
H  4.86029  0.08427  3.36624
H  7.13447  0.85939  2.88147
H  7.44309  1.97636  1.54606
H  7.25451  0.25058  1.23473
H  5.61213  2.50278  -0.07191
H  4.71967  4.64134  -0.44909
H  3.13726  5.98499  -2.21387
H  0.90465  4.41973  -2.40256
H  -2.48466  3.73721  3.25371
H  -3.53742  2.79428  1.82444
H  -4.20401  3.03117  -0.78891
H  -1.81085  2.84242  -2.09335
N  1.08431  -3.14219  -3.77456
C  1.11435  -2.25227  -4.81677
C  0.97273  -1.02412  -4.24524
N  0.85091  -1.14436  -2.87878
C  0.91290  -2.43300  -2.63606
H  1.11744  -4.14303  -3.85195
H  1.22949  -2.55801  -5.84202
H  0.93811  -0.06838  -4.74071
H  0.84149  -2.88837  -1.66081
C  -6.06124  -1.31315  4.43175
C  -5.10018  -1.10278  3.29482
C  -5.52401  -1.09178  1.97370
C  -4.63341  -0.92194  0.92264
C  -5.18493  -0.86818  -0.48026
C  -3.25478  -0.80336  1.18259
As  -2.15806  -0.39725  -0.42927
N  -0.34442  -0.46553  -0.04564
C  0.35700  -1.54050  0.45852
C  -0.23029  -2.75617  0.83444
C  0.52749  -3.81137  1.30882
C  1.90277  -3.69232  1.46619
C  2.50183  -2.48137  1.15014
C  1.74705  -1.43614  0.65071
C  -2.40957  -1.93601  -1.69313
C  -2.65119  -3.29787  -1.45588
C  -2.99345  -3.92444  -0.12324
C  -2.65387  -4.19164  -2.53108
C  -2.48920  -3.78151  -3.84027
C  -2.49031  -4.76812  -4.97557
C  -2.36412  -2.41732  -4.07600
C  -2.33259  -1.50269  -3.03768
C  -2.32393  -0.03539  -3.40982
C  -2.82505  -0.71908  2.51864
C  -1.39914  -0.44507  2.92828
C  -3.75276  -0.88639  3.54228
H  -7.08073  -1.44059  4.07158
H  -6.04207  -0.46509  5.11799
H  -5.78332  -2.20101  5.00167
H  -6.58079  -1.20375  1.75610
H  -6.27293  -0.84730  -0.45948
H  -4.86992  -1.72830  -1.07187
H  -4.82962  0.02907  -0.99739
H  -1.30191  -2.84072  0.77495
H  0.03095  -4.73733  1.57431
H  2.48870  -4.51420  1.85379
H  3.56553  -2.34026  1.30790
H  2.22576  -0.48184  0.44119
H  -3.08452  -3.20592  0.68086
H  -2.25088  -4.67709  0.14910
H  -3.95514  -4.43483  -0.20756
H  -2.82361  -5.24278  -2.32010
H  -2.78878  -5.75699  -4.63140
H  -1.49376  -4.84944  -5.41711
H  -3.17517  -4.45484  -5.76397
H  -2.31383  -2.06318  -5.10030
H  -2.34792  0.07585  -4.49352
H  -1.43728  0.47518  -3.03227
H  -3.20219  0.46210  -2.99313
H  -0.89784  0.23052  2.24037
H  -0.82276  -1.36979  2.96614
H  -1.37476  0.00353  3.92179
H  -3.41078  -0.83125  4.57100
C  5.84358  -0.70885  -2.89580
N  4.59723  0.02570  -2.77889
C  4.10707  0.95471  -3.65935
C  2.92256  1.37664  -3.14057
N  2.67555  0.71767  -1.95917
C  3.70760  -0.08075  -1.77716
H  6.38547  -0.35395  -3.76734
H  5.64920  -1.77419  -3.01119
H  6.45871  -0.55775  -2.01004
H  4.64000  1.23910  -4.54973
H  2.23964  2.10406  -3.54348
H  3.84654  -0.74960  -0.94263

2.
# C51H55NO4PS3TeTi

A structure of composition C51H55NO4PS3TeTi (ωB97M-V/def2-TZVPD, the OMol25 dataset).

Values from the calculation:
- relative energy (zero: lowest compared OMol25 entry of this formula, charge and spin) (eV) = 2.2940
- frontier orbital gap (spin up / spin down) (eV) = 6.4 / 5.9
- spin multiplicity = 4
- E_tot (a.u.) = -4985.514715
- LUMO energy (spin up / spin down) (eV) = 0.41 / -1.37

Cartesian coordinates (Å):
Ti  -1.07045  -0.00940  -0.57451
C  -3.30758  -0.36411  1.81714
C  -4.03583  0.66730  0.95493
S  -2.97023  1.54964  -0.23245
C  -2.24873  4.43388  0.52307
C  -0.81402  4.37840  0.58165
S  0.09121  2.64068  0.64867
C  -0.18199  2.29117  2.40976
C  -1.51062  1.59938  2.72009
S  -1.52778  -0.08602  2.03914
H  -3.33652  -1.33981  1.33646
H  -3.76676  -0.45476  2.80110
H  -4.50893  1.42624  1.57896
H  -4.82352  0.16204  0.39778
H  -2.84938  4.41876  1.42418
H  -2.76334  4.62254  -0.40944
H  -0.37151  4.77470  1.49545
H  -0.30517  4.75777  -0.30177
H  -0.13006  3.24150  2.94399
H  0.64842  1.66772  2.72577
H  -2.33905  2.14838  2.27827
H  -1.65303  1.51390  3.79723
O  1.32272  -0.27918  1.68604
C  1.64609  -0.31245  0.51691
O  0.84555  -0.03459  -0.49649
C  3.06400  -0.71668  0.14107
P  3.12028  -2.00191  -1.19853
C  4.94041  -2.21269  -1.31755
C  5.58215  -1.46141  -2.30519
C  6.96380  -1.50141  -2.44282
C  7.71743  -2.31298  -1.60441
C  7.08631  -3.08102  -0.63374
C  5.70499  -3.03097  -0.48859
C  2.59629  -3.51479  -0.31392
C  2.76305  -4.72651  -0.99343
C  2.24776  -5.90700  -0.48251
C  1.53114  -5.89376  0.71051
C  1.35261  -4.69822  1.38788
C  1.88175  -3.51281  0.88278
H  3.58923  -1.06257  1.02588
H  3.55782  0.17336  -0.25547
H  4.98728  -0.85130  -2.98064
H  7.44912  -0.91055  -3.21058
H  8.79553  -2.34621  -1.70834
H  7.67496  -3.72027  0.01432
H  5.22024  -3.63374  0.27181
H  3.30458  -4.73914  -1.93594
H  2.39062  -6.83872  -1.01830
H  1.10518  -6.80985  1.10323
H  0.78879  -4.67782  2.31317
H  1.71621  -2.59433  1.43450
C  4.36442  -0.10419  -9.12942
C  3.61444  0.09876  -7.83848
C  3.05523  1.33019  -7.51394
C  2.36897  1.54354  -6.32414
C  1.75025  2.90554  -6.11852
C  2.24690  0.48047  -5.40165
Te  1.18368  0.52388  -3.46113
N  -0.79779  0.74039  -2.35279
C  -1.88653  0.13182  -2.83131
O  -2.56214  -0.55706  -2.01499
C  -2.37910  0.33803  -4.23319
C  -1.74082  -0.21365  -5.34027
C  -2.14914  0.13267  -6.62217
C  -3.19748  1.02677  -6.79854
C  -3.85756  1.54951  -5.69280
C  -3.45235  1.20360  -4.41046
C  1.67798  2.47870  -2.84329
C  2.97568  2.59170  -2.34829
C  3.44575  3.79651  -1.85365
C  2.60025  4.89436  -1.84204
C  1.30665  4.77634  -2.32983
C  0.80732  3.57516  -2.83606
C  -0.60731  3.55054  -3.36048
C  2.75378  -0.78582  -5.74316
C  2.58199  -2.04086  -4.90437
C  3.44713  -0.94328  -6.94175
H  4.17676  0.71179  -9.82710
H  4.07100  -1.03980  -9.60829
H  5.44124  -0.15151  -8.94946
H  3.14921  2.15312  -8.21850
H  1.96782  3.55435  -6.96785
H  2.12539  3.39187  -5.22206
H  0.66358  2.82347  -6.02746
H  -0.94036  -0.93165  -5.20709
H  -1.64811  -0.29733  -7.48208
H  -3.50079  1.31402  -7.79900
H  -4.68998  2.22972  -5.82970
H  -3.95090  1.61157  -3.53683
H  3.62959  1.72518  -2.36544
H  4.46002  3.87483  -1.48218
H  2.94673  5.84575  -1.45588
H  0.65464  5.64574  -2.32916
H  -0.88149  4.53269  -3.74964
H  -1.30707  3.28603  -2.56456
H  -0.73783  2.81527  -4.15242
H  2.17685  -1.86142  -3.91409
H  3.54337  -2.54109  -4.77310
H  1.91904  -2.74031  -5.41990
H  3.85829  -1.92265  -7.17769
C  -0.62436  -2.99644  -2.24736
C  -1.21891  -2.92231  -0.87470
O  -1.15295  -1.76808  -0.20719
C  -1.82946  -4.05045  -0.25519
C  -2.10228  -5.22721  -0.97876
C  -2.68141  -6.31934  -0.35672
C  -3.00259  -6.27995  0.99709
C  -2.73323  -5.12431  1.72862
C  -2.15711  -4.02592  1.11818
H  0.01784  -2.13218  -2.40788
H  -1.39917  -3.00148  -3.02376
H  -0.01329  -3.89516  -2.35879
H  -1.86966  -5.27336  -2.03604
H  -2.89193  -7.21317  -0.93236
H  -3.45484  -7.13919  1.47756
H  -2.97181  -5.08531  2.78588
H  -1.91581  -3.14119  1.69420